9
Properties=species:S:1:pos:R:3 method="wB97M-V/def2-TZVPD" homo_lumo_gap_ev="6.630 / 6.227" e_above_lowest_kj_mol=172.5 fmax_ev_per_a=5.147 spin_multiplicity=3 e_tot_ev=-30358.566
I 4.5089 0.2467 -0.2344
H -0.0957 1.8559 -0.3108
H -0.8591 -1.4550 -0.2170
C -0.0595 -0.6540 0.1521
C 2.5108 0.1311 0.2454
H -0.1374 -0.1684 1.0729
P 1.5714 -0.9755 -0.6102
S -0.6750 1.0234 -1.3218
H 2.2526 0.6920 1.1511